C16H23CdO7 as an isolated structure at a distorted geometry, computed with wB97M-V/def2-TZVPD.

The geometry in XYZ format:
```
47
C16H23CdO7 wB97M-V/def2-TZVPD
Cd -1.2164 3.0413 -0.1930
O 0.1757 1.7962 0.3480
H 0.9907 1.8218 0.8624
C 3.1431 0.8047 2.1702
C 2.7587 2.1322 2.2769
C 1.5923 2.4637 2.9528
C 0.8591 1.4856 3.5547
C 1.2388 0.1633 3.4363
C 2.3490 -0.1817 2.6967
O 2.7324 -1.5036 2.5885
O 1.3369 3.7918 3.0975
H 4.0374 0.5513 1.6179
H 3.3451 2.8974 1.7825
H 0.0467 1.7138 4.2380
H 0.6041 -0.5987 3.8651
H 2.3332 -1.9419 1.8269
H 0.5321 3.9714 3.5900
C -0.1796 -2.8641 1.6256
C 0.6226 -3.9726 1.3881
C 1.7709 -3.8473 0.6012
C 2.0532 -2.6590 -0.0432
C 1.1935 -1.5652 0.1244
C 0.1000 -1.6567 0.9967
O -0.7252 -0.5921 1.2603
O 2.6251 -4.8871 0.3866
H -1.0703 -2.9407 2.2362
H 0.3760 -4.9261 1.8373
H 2.9232 -2.5469 -0.6751
H 1.3985 -0.6351 -0.3974
H -0.3457 0.2259 0.8692
H 2.5475 -5.5463 1.0827
C -1.4234 2.9017 -3.2963
O -1.7045 2.1537 -2.1079
C -1.4123 0.7554 -2.2586
C -2.3463 0.0988 -3.2229
O -3.6315 0.6331 -3.0068
C -4.5902 0.1050 -3.9155
H -0.3576 2.8682 -3.5079
H -1.8254 3.9066 -3.1803
H -1.9937 2.4728 -4.1196
H -1.5958 0.3607 -1.2525
H -0.3533 0.5682 -2.4289
H -2.3552 -0.9830 -3.0367
H -2.0242 0.2930 -4.2609
H -4.4086 0.4487 -4.9388
H -5.5629 0.4163 -3.5536
H -4.5640 -0.9944 -3.9169
```

Its HOMO energy is -0.3791 Ha. Its largest force on an atom is 2.03 eV/Å. As for the charge: +1.

---

A 2-piece molecular cluster, C4H9NO overall at a distorted geometry, computed with wB97M-V/def2-TZVPD.

The geometry in XYZ format:
```
15
C4H9NO wB97M-V/def2-TZVPD
C -1.0022 0.8963 1.4600
C -0.2546 -0.1427 0.6372
N 0.3385 -1.1162 1.5118
O -1.0756 -0.7052 -0.3744
H -1.8376 0.4246 1.9804
H -1.4033 1.6771 0.8187
H -0.3510 1.3218 2.2181
H 0.6531 0.2876 0.0718
H 0.8584 -1.8167 0.9982
H -0.3573 -1.5820 2.0844
H -1.8972 -1.0289 0.0152
C 1.2239 0.3709 -2.4078
C 1.9197 0.5277 -3.3725
H 0.6349 0.1971 -1.4400
H 2.5503 0.6885 -4.2011
```

Its HOMO energy is -0.3628 Ha. The calculation puts the energy above the lowest of the compared OMol25 structures with the same formula, charge and spin at 328.9 kJ/mol. Its largest force on an atom is 3.04 eV/Å. As for the SMILES: C[C@@H](N)O.C#C. As for the charge: 0.

---

C3H3N5 in the gas phase at a distorted geometry, computed with wB97M-V/def2-TZVPD.

The geometry in XYZ format:
```
11
C3H3N5 wB97M-V/def2-TZVPD
N -2.0335 0.1422 0.6819
C -1.3064 0.1721 -0.3064
N -0.8182 -0.9277 -0.9887
N 0.2548 -1.4431 -0.4794
C 1.1804 -0.6536 0.1164
C 1.2115 0.7106 0.1948
N 0.4599 1.6013 -0.4599
N -0.8038 1.4274 -0.7262
H -2.1989 -0.7923 0.8894
H 1.8532 -1.3136 0.5429
H 2.2010 1.0767 0.5351
```

Its HOMO energy is -0.3737 Ha. The calculation puts the energy above the lowest of the compared OMol25 structures with the same formula, charge and spin at 375.2 kJ/mol. Its largest force on an atom is 3.70 eV/Å. As for the SMILES: N=c1nnccnn1. As for the charge: 0.

---

C4H5N3O in the gas phase at a distorted geometry, computed with wB97M-V/def2-TZVPD.

The geometry in XYZ format:
```
13
C4H5N3O wB97M-V/def2-TZVPD
H -3.2366 -0.5042 0.1919
N -2.7231 0.2833 -0.0537
C -1.4030 0.1430 -0.2107
N -0.3926 -0.8590 -0.3143
C 0.8797 -0.2743 -0.2174
C 2.0105 -1.0136 0.1571
C 0.6862 1.1166 -0.2250
O 1.5205 2.0366 -0.2001
N -0.6427 1.3536 0.1010
H -0.6947 -1.7247 -0.2644
H 2.9570 -0.7660 -0.1228
H 1.9647 -2.0999 0.4761
H -0.9257 2.3086 0.6824
```

Its HOMO energy is -0.3333 Ha. The calculation puts the energy above the lowest of the compared OMol25 structures with the same formula, charge and spin at 301.6 kJ/mol. Its largest force on an atom is 6.70 eV/Å. As for the SMILES: [H]/N=C1\NC(=C)C(=O)N1. As for the charge: 0.

---

A 11-piece molecular cluster, C34H68Cl10O12S6 overall at a distorted geometry, computed with wB97M-V/def2-TZVPD.

The geometry in XYZ format:
```
130
C34H68Cl10O12S6 wB97M-V/def2-TZVPD
O 13.3705 -12.7996 -14.1239
S 14.1758 -11.6620 -14.5028
O 15.5673 -11.6204 -14.1419
C 13.9669 -11.3152 -16.2537
C 13.8964 -9.8066 -16.3219
C 12.9332 -9.4299 -15.1881
C 13.4831 -10.0898 -13.9453
H 12.9796 -11.7320 -16.4783
H 14.7153 -11.8105 -16.8641
H 14.8370 -9.3043 -16.0908
H 13.5092 -9.4541 -17.2778
H 11.9411 -9.8679 -15.3590
H 12.7377 -8.3689 -15.0775
H 12.7868 -10.3286 -13.1376
H 14.2759 -9.5503 -13.4266
O 4.0667 -15.1355 -17.7646
S 5.1318 -15.3553 -18.7140
O 5.1261 -14.5979 -19.9444
C 6.6826 -15.2096 -17.8391
C 7.4182 -16.5132 -18.1085
C 6.3534 -17.6176 -18.2236
C 5.2227 -17.1136 -19.0735
H 6.3626 -15.1433 -16.8002
H 7.2026 -14.3186 -18.1752
H 7.9948 -16.4691 -19.0313
H 8.0318 -16.7254 -17.2423
H 6.0033 -17.8801 -17.2199
H 6.8320 -18.5208 -18.6028
H 4.2322 -17.5474 -18.9816
H 5.4538 -17.1398 -20.1433
O 10.4414 -8.1864 -10.5311
S 9.5545 -8.0048 -11.6424
O 9.9622 -8.4059 -12.9752
C 7.9460 -8.6615 -11.2288
C 6.9349 -7.5630 -11.5417
C 7.6223 -6.2476 -11.1905
C 9.0049 -6.2899 -11.7663
H 7.9943 -8.8272 -10.1497
H 7.8083 -9.6204 -11.7053
H 6.6439 -7.5974 -12.5965
H 6.0350 -7.7665 -10.9653
H 7.6173 -6.1806 -10.0957
H 7.1068 -5.3432 -11.5085
H 9.7768 -5.6794 -11.3110
H 8.9107 -6.1616 -12.8439
O 11.8994 -3.9031 -16.1201
S 11.8756 -5.2998 -16.4471
O 13.0700 -6.0832 -16.3266
C 10.5105 -6.0731 -15.5484
C 9.5819 -6.6474 -16.6502
C 10.4383 -6.8441 -17.9091
C 11.1795 -5.5437 -18.0634
H 10.0754 -5.3003 -14.9226
H 10.8862 -6.8759 -14.9184
H 9.2007 -7.6093 -16.2990
H 8.7168 -6.0068 -16.8117
H 9.8625 -7.1172 -18.7930
H 11.1718 -7.6446 -17.7934
H 10.5200 -4.6964 -18.2587
H 11.9869 -5.4980 -18.7917
O 10.8823 -14.4164 -11.4354
S 11.4704 -14.0976 -10.1495
O 11.0835 -14.8306 -8.9774
C 13.2509 -14.0712 -10.3806
C 13.6637 -12.6181 -10.5525
C 12.4009 -11.7661 -10.7321
C 11.3314 -12.3445 -9.8464
H 13.3941 -14.6412 -11.2972
H 13.7304 -14.5990 -9.5614
H 14.2184 -12.2214 -9.7016
H 14.3336 -12.5625 -11.4092
H 12.0650 -11.8211 -11.7733
H 12.5728 -10.7108 -10.5337
H 10.2999 -12.0641 -10.0408
H 11.5381 -12.2337 -8.7808
O 7.2569 -10.2824 -16.7759
S 8.0644 -11.4691 -16.7255
O 8.2740 -12.2503 -17.9206
C 9.6371 -11.0577 -15.9470
C 9.8607 -12.1282 -14.9084
C 8.4687 -12.2969 -14.2860
C 7.5184 -12.5753 -15.4191
H 9.3378 -10.1395 -15.4286
H 10.3949 -10.7994 -16.6734
H 10.1503 -13.0746 -15.3707
H 10.5887 -11.8421 -14.1515
H 8.2058 -11.3445 -13.8217
H 8.4345 -13.0150 -13.4634
H 6.4580 -12.4826 -15.2114
H 7.7144 -13.5726 -15.8163
Cl 4.0347 -11.9928 -16.7481
C 4.6395 -11.7114 -18.3816
C 4.5157 -10.2544 -18.7730
Cl 2.8367 -9.6564 -18.7479
H 4.1735 -12.3881 -19.0904
H 5.7174 -11.8874 -18.4451
H 4.8970 -10.0904 -19.7766
H 5.0989 -9.6667 -18.0684
Cl 10.8230 -10.0835 -19.0713
C 11.8557 -11.3077 -19.8363
C 12.1002 -11.0385 -21.3017
Cl 12.9784 -9.5068 -21.5444
H 11.3563 -12.2734 -19.7337
H 12.7942 -11.3491 -19.2887
H 11.1521 -10.9954 -21.8327
H 12.7073 -11.8327 -21.7247
Cl 2.4627 -17.5707 -14.2362
C 4.1621 -17.1421 -13.9048
C 4.3683 -15.7263 -14.3091
Cl 6.0514 -15.2302 -13.9597
H 4.8025 -17.8075 -14.4714
H 4.2763 -17.2929 -12.8373
H 3.7010 -15.0306 -13.8142
H 4.2033 -15.6455 -15.3843
Cl 12.7886 -17.5220 -14.5358
C 11.7592 -16.4280 -13.5466
C 10.7742 -15.6999 -14.3998
Cl 9.6273 -16.8428 -15.1694
H 12.4508 -15.7483 -13.0669
H 11.2719 -17.0635 -12.8159
H 11.2885 -15.1436 -15.1777
H 10.1520 -15.0481 -13.7960
Cl 9.9671 -14.3734 -20.5901
C 8.5489 -13.2715 -20.9228
C 8.3476 -13.1469 -22.4083
Cl 7.7628 -14.6445 -23.1400
H 8.8770 -12.3504 -20.4542
H 7.6895 -13.6788 -20.4073
H 9.2659 -12.8268 -22.8946
H 7.5965 -12.3800 -22.6050
```

Its HOMO energy is -0.3796 Ha. The calculation puts the energy above the lowest of the compared OMol25 structures with the same formula, charge and spin at 0.0 kJ/mol. Its largest force on an atom is 1.47 eV/Å. As for the SMILES: O=S1(=O)CCCC1.O=S1(=O)CCCC1.O=S1(=O)CCCC1.O=S1(=O)CCCC1.O=S1(=O)CCCC1.O=S1(=O)CCCC1.ClCCCl.ClCCCl.ClCCCl.ClCCCl.ClCCCl. As for the charge: 0.

---

> Among the records above, which one has the highest charge?

C16H23CdO7

---

> largest force on an atom of number 1 (C16H23CdO7)?

2.03 eV/Å

---

What did the second record say?
A 2-piece molecular cluster, C4H9NO overall at a distorted geometry, computed with wB97M-V/def2-TZVPD.

The geometry in XYZ format:
```
15
C4H9NO wB97M-V/def2-TZVPD
C -1.0022 0.8963 1.4600
C -0.2546 -0.1427 0.6372
N 0.3385 -1.1162 1.5118
O -1.0756 -0.7052 -0.3744
H -1.8376 0.4246 1.9804
H -1.4033 1.6771 0.8187
H -0.3510 1.3218 2.2181
H 0.6531 0.2876 0.0718
H 0.8584 -1.8167 0.9982
H -0.3573 -1.5820 2.0844
H -1.8972 -1.0289 0.0152
C 1.2239 0.3709 -2.4078
C 1.9197 0.5277 -3.3725
H 0.6349 0.1971 -1.4400
H 2.5503 0.6885 -4.2011
```

Its HOMO energy is -0.3628 Ha. The calculation puts the energy above the lowest of the compared OMol25 structures with the same formula, charge and spin at 328.9 kJ/mol. Its largest force on an atom is 3.04 eV/Å. As for the SMILES: C[C@@H](N)O.C#C. As for the charge: 0.

---

> What is the formula in the second record?

C4H9NO